{
  "formula": "C59H82IN14O",
  "method": "ωB97M-V with the def2-TZVPD basis set",
  "elements": ["C", "C", "N", "C", "C", "C", "C", "C", "C", "C", "C", "C", "C", "C", "C", "N", "C", "C", "C", "O", "C", "N", "C", "I", "N", "H", "H", "H", "H", "H", "H", "H", "H", "H", "H", "H", "H", "H", "H", "H", "H", "H", "H", "H", "H", "H", "H", "H", "H", "H", "H", "H", "H", "H", "H", "H", "H", "N", "C", "C", "C", "C", "H", "H", "H", "H", "H", "N", "C", "C", "C", "C", "H", "H", "H", "H", "H", "N", "C", "C", "C", "C", "H", "H", "H", "H", "H", "N", "C", "C", "C", "C", "H", "H", "H", "H", "H", "N", "C", "C", "C", "C", "H", "H", "H", "H", "H", "N", "C", "C", "C", "C", "H", "H", "H", "H", "H", "N", "C", "C", "C", "C", "H", "H", "H", "H", "H", "N", "C", "C", "C", "C", "H", "H", "H", "H", "H", "N", "C", "C", "C", "C", "H", "H", "H", "H", "H", "N", "C", "C", "C", "C", "H", "H", "H", "H", "H"],
  "xyz": [[2.329, 3.748, 0.685], [2.585, 2.477, 1.434], [3.152, 2.405, 2.566], [2.122, 1.177, 0.842], [3.198, 0.072, 0.859], [2.882, -1.006, -0.196], [1.751, -1.991, 0.160], [0.367, -1.607, -0.384], [-0.481, -0.815, 0.587], [-0.614, -1.188, 1.926], [-1.373, -0.418, 2.810], [-2.017, 0.741, 2.381], [-1.904, 1.100, 1.052], [-1.138, 0.342, 0.164], [4.617, 0.562, 0.602], [5.607, -0.493, 0.888], [5.565, -0.921, 2.299], [5.996, 0.205, 3.277], [7.034, -0.196, 4.345], [8.026, 0.834, 4.237], [6.455, -0.187, 5.779], [6.823, -1.414, 6.515], [4.184, -1.509, 2.498], [3.873, -2.472, 4.372], [3.160, -0.473, 2.257], [3.080, 3.846, -0.097], [2.311, 4.607, 1.342], [1.372, 3.670, 0.171], [3.442, 3.317, 2.915], [1.307, 0.857, 1.494], [1.669, 1.297, -0.132], [2.575, -0.452, -1.077], [3.778, -1.541, -0.492], [2.011, -2.941, -0.300], [1.684, -2.197, 1.225], [-0.175, -2.521, -0.623], [0.477, -1.076, -1.324], [-0.127, -2.090, 2.273], [-1.445, -0.731, 3.841], [-2.585, 1.322, 3.089], [-2.402, 2.001, 0.726], [-1.064, 0.675, -0.861], [4.695, 0.779, -0.461], [4.874, 1.466, 1.148], [6.533, -0.107, 0.742], [6.283, -1.732, 2.391], [5.170, 0.715, 3.774], [6.481, 0.960, 2.664], [7.474, -1.169, 4.136], [8.468, 0.930, 5.085], [5.372, -0.150, 5.759], [6.790, 0.713, 6.294], [7.621, -1.255, 7.112], [6.049, -1.723, 7.082], [4.047, -2.295, 1.766], [3.367, 0.338, 2.871], [2.222, -0.775, 2.527], [11.074, 1.381, 4.581], [11.453, 1.588, 5.882], [12.797, 1.844, 5.895], [13.249, 1.792, 4.549], [12.164, 1.507, 3.764], [10.144, 1.169, 4.270], [10.737, 1.537, 6.686], [13.391, 2.046, 6.769], [14.255, 1.948, 4.198], [12.074, 1.383, 2.698], [-5.384, 1.479, 1.441], [-5.351, 1.343, 0.083], [-6.140, 2.316, -0.462], [-6.679, 3.073, 0.615], [-6.189, 2.535, 1.778], [-4.894, 0.886, 2.085], [-4.767, 0.563, -0.377], [-6.315, 2.464, -1.514], [-7.346, 3.915, 0.544], [-6.343, 2.812, 2.806], [7.990, -2.130, -2.373], [9.344, -2.311, -2.451], [9.885, -1.978, -1.239], [8.812, -1.584, -0.394], [7.654, -1.688, -1.121], [7.343, -2.296, -3.121], [9.806, -2.659, -3.358], [10.930, -2.015, -0.984], [8.888, -1.263, 0.634], [6.631, -1.490, -0.851], [3.946, 6.189, 3.840], [4.098, 6.134, 5.201], [5.429, 6.290, 5.478], [6.107, 6.447, 4.237], [5.167, 6.384, 3.246], [3.070, 6.104, 3.361], [3.251, 5.992, 5.850], [5.870, 6.294, 6.460], [7.164, 6.595, 4.092], [5.258, 6.463, 2.176], [-10.410, 1.131, -2.865], [-9.844, 1.214, -1.616], [-8.762, 0.377, -1.592], [-8.669, -0.230, -2.872], [-9.692, 0.259, -3.635], [-11.216, 1.641, -3.171], [-10.255, 1.862, -0.861], [-8.101, 0.215, -0.758], [-7.930, -0.945, -3.195], [-9.968, 0.058, -4.657], [-14.000, 2.794, -3.965], [-13.889, 2.667, -5.324], [-14.690, 3.616, -5.899], [-15.308, 4.344, -4.845], [-14.862, 3.815, -3.665], [-13.532, 2.223, -3.288], [-13.255, 1.916, -5.763], [-14.821, 3.771, -6.956], [-16.000, 5.163, -4.945], [-15.082, 4.075, -2.644], [-6.400, -0.147, -6.480], [-6.255, -0.280, -7.837], [-7.072, 0.643, -8.431], [-7.730, 1.364, -7.393], [-7.293, 0.852, -6.203], [-5.915, -0.682, -5.787], [-5.589, -1.014, -8.257], [-7.185, 0.790, -9.492], [-8.439, 2.166, -7.511], [-7.530, 1.104, -5.183], [-6.351, -3.281, -5.047], [-6.896, -4.460, -5.475], [-6.169, -5.481, -4.924], [-5.150, -4.895, -4.123], [-5.290, -3.536, -4.218], [-6.688, -2.370, -5.292], [-7.747, -4.470, -6.133], [-6.349, -6.532, -5.073], [-4.405, -5.412, -3.543], [-4.734, -2.731, -3.766], [-1.114, -3.179, -6.080], [-2.060, -3.026, -5.105], [-1.435, -2.524, -3.994], [-0.057, -2.368, -4.316], [0.107, -2.780, -5.611], [-1.290, -3.534, -7.002], [-3.090, -3.285, -5.282], [-1.911, -2.295, -3.054], [0.723, -1.997, -3.672], [0.983, -2.824, -6.235], [1.032, -4.852, 3.722], [-0.232, -5.344, 3.523], [-0.307, -6.567, 4.129], [0.959, -6.826, 4.721], [1.763, -5.751, 4.455], [1.372, -3.972, 3.386], [-0.966, -4.783, 2.969], [-1.172, -7.207, 4.149], [1.245, -7.702, 5.278], [2.786, -5.551, 4.721]],
  "spin_multiplicity": 1,
  "charge": 1,
  "gap_ev": 6.55,
  "e_tot_ev": -93513.8151,
  "de_lowest_ev": 0.000
}